[1]
{"formula": "C28H31F8N2O33PS", "method": "ωB97M-V/def2-TZVPD", "symbols": ["N", "C", "C", "C", "O", "S", "O", "O", "O", "C", "O", "N", "O", "P", "O", "O", "O", "H", "H", "H", "H", "H", "H", "H", "C", "C", "O", "C", "O", "O", "F", "H", "H", "H", "C", "C", "O", "C", "O", "O", "F", "H", "H", "H", "C", "C", "O", "C", "O", "O", "F", "H", "H", "H", "C", "C", "O", "C", "O", "O", "F", "H", "H", "H", "C", "C", "O", "C", "O", "O", "F", "H", "H", "H", "C", "C", "O", "C", "O", "O", "F", "H", "H", "H", "C", "C", "O", "C", "O", "O", "F", "H", "H", "H", "C", "C", "O", "C", "O", "O", "F", "H", "H", "H"], "positions_angstrom": [[5.49421, -1.37633, 1.78101], [4.34460, -1.87617, 1.94737], [3.23227, -2.01425, 0.92420], [3.15177, -0.86106, -0.08227], [1.81701, -0.26849, -0.07660], [0.89045, -1.01573, -1.10317], [-0.08776, -0.10957, -1.58429], [0.50880, -2.30171, -0.63399], [2.05226, -1.20240, -2.20615], [3.36260, -1.12404, -1.61763], [3.92548, 0.06953, -2.14447], [5.13751, -0.13593, -2.88037], [5.52709, 0.87235, -3.26838], [4.24721, -2.71477, -2.04571], [5.45908, -2.85975, -1.24315], [4.44524, -2.78217, -3.62360], [3.14415, -3.80928, -1.72452], [5.63684, -1.07975, 0.81120], [4.10836, -2.29397, 2.92717], [3.31972, -2.99866, 0.45589], [2.27721, -2.02894, 1.46836], [3.83239, -0.03895, 0.15887], [3.83451, -2.22977, -4.13477], [2.46125, -3.84719, -2.42863], [2.64224, -8.59088, -3.01668], [3.86517, -7.74570, -3.31369], [3.28566, -6.52101, -3.73365], [2.06301, -6.41895, -3.15837], [1.42442, -5.41377, -3.11097], [1.68178, -7.59897, -2.63537], [4.61060, -8.25316, -4.31775], [2.29797, -9.10200, -3.91640], [2.78516, -9.30738, -2.21360], [4.51086, -7.55416, -2.45558], [-3.51040, 0.53782, -1.90722], [-3.84215, -0.91529, -1.65771], [-4.71094, -1.22511, -2.72490], [-4.40891, -0.38901, -3.76574], [-4.77885, -0.53638, -4.88102], [-3.62602, 0.62588, -3.33003], [-4.49219, -1.06732, -0.47245], [-4.24879, 1.18822, -1.43967], [-2.51367, 0.82639, -1.58410], [-2.99257, -1.59935, -1.68431], [-4.16237, -2.83901, 1.93547], [-4.98089, -3.94902, 2.56281], [-3.98255, -4.80405, 3.09503], [-2.87034, -4.05419, 3.32929], [-1.91701, -4.42301, 3.93622], [-2.98868, -2.84401, 2.75438], [-5.71562, -4.63005, 1.65637], [-3.87957, -3.08426, 0.91332], [-4.64840, -1.86905, 1.96040], [-5.63728, -3.62442, 3.37181], [0.96432, -6.00250, 4.46696], [1.87404, -6.19962, 5.66041], [3.14856, -5.86700, 5.13020], [2.95548, -5.02199, 4.07940], [3.80791, -4.40087, 3.53018], [1.65513, -4.98716, 3.73630], [1.89221, -7.47993, 6.09615], [0.91530, -6.90450, 3.85553], [-0.04172, -5.67864, 4.71720], [1.65859, -5.54631, 6.50705], [-4.86966, 5.13669, 1.05719], [-5.07827, 4.30227, -0.18983], [-4.65361, 3.01733, 0.23779], [-4.83068, 2.94046, 1.58865], [-4.79344, 1.93379, 2.21522], [-5.05832, 4.17136, 2.09731], [-4.30593, 4.70649, -1.21694], [-3.84988, 5.52190, 1.09645], [-5.57925, 5.95166, 1.16464], [-6.11357, 4.23988, -0.52920], [-0.90201, 3.71321, -4.58338], [-2.36888, 3.35366, -4.60884], [-2.90378, 4.32830, -5.48231], [-1.91031, 4.71295, -6.33760], [-2.08113, 5.32986, -7.33571], [-0.71181, 4.27608, -5.88520], [-2.93800, 3.48787, -3.38346], [-0.71110, 4.47411, -3.82766], [-0.24494, 2.86060, -4.43217], [-2.60415, 2.36029, -4.99230], [1.01090, 7.35145, -0.00805], [0.72886, 5.86667, 0.09990], [0.02174, 5.60056, -1.09555], [0.39930, 6.52874, -2.02236], [0.14954, 6.44758, -3.18122], [1.08313, 7.52698, -1.43229], [-0.05849, 5.54511, 1.15442], [0.18969, 7.94187, 0.39347], [1.93906, 7.65615, 0.46269], [1.61961, 5.23639, 0.13089], [1.72097, 6.27681, 5.67546], [0.24209, 5.96599, 5.56558], [-0.20531, 6.94567, 4.64527], [0.84629, 7.29996, 3.86278], [0.75951, 7.91818, 2.85166], [2.00148, 6.83361, 4.38694], [-0.40821, 6.12563, 6.73815], [1.90178, 7.02929, 6.44385], [2.34278, 5.40511, 5.85588], [0.01226, 4.97618, 5.16821]], "mulliken_charge": [-0.787, -0.271, -0.425, -0.198, -0.321, 0.982, -0.371, -0.560, -0.410, 0.818, -0.260, 0.268, -0.364, 0.896, -0.683, -0.524, -0.394, 0.314, 0.438, 0.059, 0.455, 0.594, 0.384, 0.353, -0.452, 0.329, -0.265, 0.722, -0.595, -0.307, -0.281, 0.283, 0.277, 0.293, -0.209, 0.375, -0.376, 0.526, -0.531, -0.088, -0.294, 0.084, 0.244, 0.313, -0.211, 0.323, -0.334, 0.601, -0.549, -0.288, -0.278, 0.149, 0.239, 0.299, -0.339, 0.300, -0.331, 0.606, -0.500, -0.213, -0.288, 0.258, 0.231, 0.286, -0.298, 0.286, -0.182, 0.588, -0.507, -0.362, -0.203, 0.211, 0.283, 0.190, 0.332, 0.267, -0.346, 0.612, -0.517, -0.354, -0.203, -0.254, 0.259, 0.229, -0.430, 0.267, -0.176, 0.572, -0.510, -0.351, -0.245, 0.304, 0.310, 0.229, -0.416, 0.309, -0.286, 0.673, -0.511, -0.318, -0.281, 0.286, 0.267, 0.272], "homo_lumo_gap_ev": 9.251, "smiles": "[H]/N=C\\C[C@@H]1OS(=O)(=O)O[C@]1(ON=O)P(=O)(O)O.O=C1OC[C@@H](F)O1.O=C1OC[C@@H](F)O1.O=C1OC[C@@H](F)O1.O=C1OC[C@@H](F)O1.O=C1OC[C@@H](F)O1.O=C1OC[C@@H](F)O1.O=C1OC[C@@H](F)O1.O=C1OC[C@@H](F)O1", "spin_multiplicity": 1, "e_tot_ev": -141950.10090}


[2]
{"formula": "C28H31IrN3O9PS3", "method": "ωB97M-V/def2-TZVPD", "symbols": ["Ir", "O", "C", "C", "C", "C", "C", "C", "C", "O", "N", "N", "C", "C", "C", "C", "C", "C", "C", "O", "H", "H", "H", "H", "H", "H", "H", "H", "H", "H", "C", "O", "H", "H", "H", "C", "C", "C", "O", "P", "S", "S", "O", "C", "C", "C", "H", "H", "H", "H", "H", "H", "H", "H", "H", "H", "H", "H", "H", "H", "O", "C", "N", "S", "O", "O", "C", "C", "C", "C", "C", "C", "H", "H", "H", "H"], "positions_angstrom": [[-1.00529, 0.16051, -0.14167], [1.43741, 3.68484, -2.33522], [0.42698, 4.19833, -3.04848], [0.69208, 5.30291, -3.86070], [-0.31807, 5.89428, -4.59056], [-1.61761, 5.39770, -4.53343], [-1.88584, 4.28777, -3.75870], [-0.87739, 3.66779, -3.01858], [-1.17104, 2.46201, -2.21492], [-0.31348, 2.03196, -1.39202], [-2.33809, 1.86926, -2.44635], [-2.57482, 0.79131, -1.70515], [-3.64270, 0.12856, -2.06616], [-4.20186, -1.00158, -1.43366], [-5.26108, -1.68120, -2.06756], [-5.83553, -2.78898, -1.50566], [-5.36219, -3.27461, -0.26278], [-4.36106, -2.63377, 0.39924], [-3.75676, -1.45539, -0.13939], [-2.90289, -0.82228, 0.53573], [1.06092, 2.99002, -1.75270], [1.70396, 5.68572, -3.88900], [-0.09595, 6.75666, -5.20696], [-2.41018, 5.88059, -5.09004], [-2.88006, 3.86773, -3.70969], [-4.15074, 0.49947, -2.95583], [-5.59776, -1.32095, -3.03273], [-6.63996, -3.29766, -2.01965], [-5.79985, -4.16728, 0.16520], [-3.97792, -2.99564, 1.34447], [-2.29820, 1.79222, 2.07673], [-1.18579, 1.03324, 1.75020], [-2.35090, 2.71552, 1.48183], [-2.24912, 2.08153, 3.13574], [-3.23365, 1.23135, 1.91827], [-1.62345, -2.11664, 3.65687], [-0.14629, -2.42366, 3.82634], [0.58763, -1.22875, 4.40587], [0.55549, -2.76510, 2.60087], [0.09565, -3.62703, 1.33592], [-1.10920, -5.13200, 1.75580], [-0.49926, -2.49866, -0.27063], [1.47600, -4.32902, 0.93582], [2.83917, -3.88582, 1.03061], [3.37929, -4.18216, 2.42245], [3.02124, -2.43334, 0.64202], [-2.01806, -1.77377, 4.61649], [-2.17746, -2.99897, 3.34764], [-1.75921, -1.32752, 2.92241], [-0.03140, -3.29120, 4.48559], [0.41946, -0.36000, 3.77441], [1.66250, -1.40770, 4.44420], [0.21840, -1.02899, 5.41384], [3.35970, -4.52134, 0.30885], [2.87495, -3.56019, 3.16135], [4.44898, -3.96334, 2.44304], [3.22630, -5.23264, 2.67099], [2.54117, -1.77410, 1.36416], [2.58206, -2.26187, -0.34050], [4.08563, -2.19019, 0.60242], [1.32676, -0.35427, -1.92296], [1.79841, 0.22230, -0.95452], [1.13287, 0.42760, 0.21297], [1.82346, 1.59731, 1.13495], [2.18122, 1.09325, 2.43330], [1.12526, 2.84966, 1.08325], [3.31477, 1.68436, 0.14792], [4.49437, 2.35752, 0.38140], [5.55303, 2.13113, -0.48920], [5.41549, 1.25053, -1.55814], [4.21376, 0.59763, -1.79560], [3.16401, 0.82620, -0.92437], [4.57210, 3.03525, 1.22205], [6.49542, 2.63759, -0.32482], [6.26571, 1.06583, -2.20279], [4.08853, -0.07983, -2.63009]], "mulliken_charge": [1.950, -0.619, 0.067, -0.667, -0.272, -0.791, -0.467, 0.058, 0.828, -0.548, -0.689, 0.272, -0.621, 0.928, -0.984, -0.476, -0.562, -0.213, 0.136, -0.393, 0.383, 0.420, 0.369, 0.379, 0.429, 0.322, 0.362, 0.389, 0.421, 0.324, -0.899, -0.411, 0.217, 0.274, 0.230, -1.188, 0.552, -1.335, -0.099, 0.736, -0.522, -0.348, -0.435, 0.335, -1.302, -0.855, 0.473, 0.305, 0.097, 0.064, 0.183, 0.308, 0.477, 0.448, 0.093, 0.446, 0.356, -0.018, 0.230, 0.515, -0.716, 0.648, -0.166, 1.350, -0.709, -0.651, 0.206, -0.873, -0.534, -0.632, -0.887, 0.470, 0.497, 0.408, 0.411, 0.511], "homo_lumo_gap_ev": [6.626, 4.354], "spin_multiplicity": 6, "e_above_lowest_kcal_mol": 23.3, "total_charge": -1, "e_tot_ev": -97070.93920}


[3]
{"formula": "C28H32BFN2O10PS2", "method": "ωB97M-V/def2-TZVPD", "symbols": ["O", "C", "O", "C", "C", "C", "C", "C", "C", "C", "S", "C", "S", "N", "C", "C", "C", "C", "C", "C", "C", "C", "C", "C", "C", "C", "C", "C", "O", "O", "F", "C", "P", "O", "C", "N", "B", "O", "O", "H", "H", "H", "H", "H", "H", "H", "H", "H", "H", "H", "H", "H", "H", "H", "H", "H", "H", "H", "H", "H", "H", "H", "H", "H", "H", "C", "O", "C", "O", "O", "C", "H", "H", "H", "H", "H", "H"], "positions_angstrom": [[0.90058, 2.59643, 0.18993], [0.08033, 3.49612, 0.53140], [-1.26075, 3.18045, 0.89807], [-2.17137, 4.04712, 0.12663], [-3.11346, 3.06980, -0.73222], [-2.19072, 1.92867, -1.42336], [-2.03503, 0.53769, -0.71199], [-2.69279, 0.15667, 0.69590], [-1.60020, 0.22257, 1.90362], [-1.41231, -1.22342, 2.64573], [-2.49512, -1.17224, 4.15367], [-1.65314, -1.92186, 5.61743], [-2.43225, -3.25070, 6.32389], [-0.39980, -1.44764, 6.23997], [-0.08882, -0.03688, 5.92160], [-0.58255, 1.03778, 6.95961], [-0.34725, 2.56220, 6.81336], [0.39475, 3.09163, 5.55147], [0.88914, 2.03966, 4.51740], [0.68276, 0.48368, 4.67986], [0.74382, -2.35463, 6.01771], [0.73526, -3.63634, 5.12578], [1.98810, -4.56657, 4.98505], [3.34021, -4.29232, 5.74454], [3.36084, -2.98813, 6.61878], [2.10748, -2.05554, 6.75785], [-1.17552, -0.57292, -1.41439], [-0.97724, -2.05092, -0.81421], [-1.74917, -2.95295, -1.23694], [0.07200, -2.34684, 0.13130], [0.69612, -1.13240, 0.30465], [-0.47914, -0.25948, -2.78240], [0.61942, -1.50788, -3.72426], [1.38776, -0.67155, -4.78328], [-0.68639, 1.15726, -3.36360], [-1.49970, 2.17649, -2.69788], [-1.56505, 3.51562, -3.42659], [-0.32465, 4.16887, -3.76441], [-2.77437, 4.18919, -3.78964], [0.50349, 4.57233, 0.57732], [-1.50375, 4.65759, -0.58914], [-2.81092, 4.72190, 0.79540], [-3.73970, 3.64476, -1.51732], [-3.89422, 2.59502, -0.02244], [-3.03291, -0.94374, 0.63737], [-3.61945, 0.78698, 0.95499], [-1.88831, 1.01214, 2.69991], [-0.59451, 0.55573, 1.47535], [-1.72854, -2.06776, 1.91642], [-0.32885, -1.43299, 2.93785], [-1.15677, 0.65868, 7.88331], [-0.72304, 3.27794, 7.62969], [0.55904, 4.22095, 5.45474], [1.43465, 2.45899, 3.59151], [1.09775, -0.25059, 3.90252], [-0.21271, -3.93486, 4.53865], [1.97457, -5.52745, 4.34838], [4.25333, -4.97249, 5.68326], [4.29161, -2.67145, 7.21558], [2.16347, -1.12460, 7.41774], [-0.15805, -2.48892, -4.44385], [1.57615, -2.12313, -2.85494], [-0.17443, 1.40861, -4.35934], [-0.46546, 4.77791, -4.53321], [-3.57342, 3.63943, -3.63133], [1.76682, -0.02416, -7.76486], [2.48790, -0.27557, -8.96972], [2.45407, -1.55709, -9.37380], [1.88335, -2.46254, -8.81374], [3.16584, -1.65436, -10.50918], [3.21706, -2.97074, -11.05723], [1.86160, 1.03786, -7.53350], [0.70673, -0.25585, -7.89483], [2.18824, -0.59584, -6.93680], [2.21506, -3.31921, -11.31752], [3.69701, -3.66047, -10.35926], [3.81551, -2.92974, -11.96805]], "mulliken_charge": [-0.460, 0.084, -0.162, -0.552, -0.947, 0.248, 0.021, -0.778, -0.483, -0.468, -0.241, -0.098, -0.046, 0.164, 0.005, -0.539, -0.370, -0.542, -0.588, -0.038, 0.584, -0.004, -0.666, -0.470, -0.364, -0.359, 0.705, 0.015, -0.479, -0.100, -0.049, -0.184, 0.364, -0.606, -0.393, 0.130, 0.675, -0.472, -0.457, 0.398, 0.360, 0.355, 0.402, 0.339, 0.665, 0.199, 0.585, 0.001, 0.479, 0.150, 0.330, 0.329, 0.338, 0.357, 0.523, 0.269, 0.285, 0.343, 0.297, 0.308, 0.189, 0.148, 0.578, 0.342, 0.333, -0.561, -0.342, 0.750, -0.546, -0.318, -0.617, 0.275, 0.281, 0.301, 0.289, 0.290, 0.220], "homo_lumo_gap_ev": 4.450, "spin_multiplicity": 1, "total_charge": 1, "e_tot_ev": -87341.09469}


Q: Number 3 is which compound?
A: C28H32BFN2O10PS2